70
Properties=species:S:1:pos:R:3:forces:R:3 method="wB97M-V/def2-TZVPD" e_homo_ev=-0.80 homo_lumo_gap_ev=4.432 energy_ha=-7251.68301 e_above_lowest_ev=1.444 total_charge=-2
Zn -0.959738 2.501059 0.041708 -0.718 0.270 0.028
C -1.370416 2.420973 -3.234738 -0.083 0.076 -0.033
C -0.385153 1.438815 -2.694130 -0.069 0.200 0.085
C 0.363412 0.477052 -3.363746 0.023 -0.273 0.105
C 1.077529 -0.167105 -2.349169 0.462 -0.365 -0.094
C 1.992210 -1.348344 -2.443891 0.084 -0.025 -0.165
N 0.811291 0.380258 -1.165939 -0.247 0.729 0.072
N -0.095194 1.374092 -1.393934 0.233 0.015 0.307
B 1.927642 0.953556 0.662388 -0.586 -1.537 -1.861
N 2.332619 2.227366 0.136246 0.615 1.112 0.253
N 1.650778 3.384618 0.398224 0.098 -0.170 -0.043
C 2.332770 4.352344 -0.163095 0.061 0.029 0.065
C 1.886360 5.771131 -0.034489 0.147 0.013 -0.048
C 3.499370 3.842544 -0.803224 -0.206 0.080 0.001
C 3.460219 2.493985 -0.598287 -0.258 -0.185 0.190
C 4.374545 1.416873 -1.063241 0.141 0.053 -0.111
N 0.858179 0.757107 1.613048 -0.383 -0.222 1.301
N -0.187144 1.630107 1.795815 0.540 -0.021 -0.530
C -0.847816 1.255997 2.856759 -0.139 -0.185 0.410
C -2.039650 1.996516 3.348846 -0.125 -0.039 -0.054
C -0.240494 0.094052 3.412778 -0.202 0.210 -0.056
C 0.812668 -0.203213 2.602581 0.242 0.505 -0.354
C 1.793107 -1.317276 2.709528 0.038 -0.014 0.135
H -1.426292 2.321503 -4.320012 -0.031 0.033 -0.014
H -2.368190 2.276666 -2.811072 0.043 -0.081 0.022
H -1.103363 3.449531 -2.984503 0.066 -0.020 0.009
H 0.363117 0.268146 -4.422468 0.004 -0.058 0.017
H 2.447231 -1.415593 -3.435521 -0.011 0.023 0.004
H 2.793145 -1.286728 -1.707512 0.036 0.005 0.095
H 1.463210 -2.285539 -2.254328 -0.088 0.009 0.012
H 2.685846 0.047905 0.525555 0.225 0.121 0.413
H 0.824979 5.819914 0.191076 -0.118 -0.055 -0.010
H 2.429566 6.266605 0.774243 0.037 0.023 -0.001
H 2.081085 6.321147 -0.955990 -0.026 0.020 -0.016
H 4.236276 4.394328 -1.362247 0.039 0.009 -0.028
H 5.117589 1.837648 -1.740354 0.011 0.011 -0.004
H 4.899688 0.934397 -0.238260 -0.006 -0.010 0.072
H 3.818852 0.648748 -1.594684 -0.053 -0.053 -0.080
H -2.031176 3.047530 3.058755 0.099 -0.017 -0.017
H -2.954213 1.602032 2.898397 0.048 -0.047 0.047
H -2.089938 1.913217 4.435277 -0.078 0.032 0.044
H -0.557981 -0.446581 4.286877 -0.025 -0.048 0.054
H 1.564284 -1.900123 3.602395 0.001 -0.024 -0.026
H 1.720117 -1.964206 1.840116 0.026 -0.071 -0.125
H 2.821667 -0.964710 2.783282 0.018 0.061 0.002
S -4.521866 4.573661 2.036616 0.027 -0.030 -0.316
As -3.738489 4.006651 0.118798 0.268 -0.099 -0.002
S -3.271859 1.824492 0.084500 -0.070 -0.083 -0.033
S -1.593878 4.708232 -0.048148 -0.100 0.120 0.032
S -4.817208 4.569693 -1.638476 0.045 -0.015 0.270
C -3.440658 -2.606501 -0.079694 -0.036 0.033 -0.021
N -2.610700 -3.791033 0.102532 -0.014 0.013 0.106
C -3.206235 -4.707756 1.065117 0.023 -0.076 -0.055
C -1.238771 -3.602310 0.151741 -0.511 -0.064 -0.107
S -0.573326 -2.108594 0.145065 0.369 0.169 -0.023
N -0.521659 -4.788692 0.170068 0.063 -0.115 0.028
C -0.917807 -5.847350 -0.747461 -0.025 0.002 -0.002
C 0.916320 -4.699587 0.281293 0.122 -0.029 -0.064
H -4.452377 -2.944532 -0.307077 -0.024 0.025 0.010
H -3.070062 -1.993172 -0.895480 0.007 -0.011 -0.008
H -3.456225 -1.980720 0.817301 -0.020 0.047 -0.008
H -3.441552 -4.173389 1.992591 -0.022 -0.006 0.049
H -2.531276 -5.524706 1.300671 0.034 -0.004 0.005
H -4.134251 -5.120751 0.664624 -0.008 0.013 -0.011
H -1.990977 -5.848387 -0.896168 -0.030 0.004 -0.019
H -0.611507 -6.820615 -0.356893 0.015 0.025 0.034
H -0.435089 -5.702089 -1.723084 -0.006 -0.019 -0.015
H 1.204916 -3.946603 1.004029 -0.070 0.031 0.109
H 1.374039 -4.421459 -0.675852 0.043 -0.003 -0.011
H 1.297891 -5.672796 0.594327 0.034 -0.045 -0.022

***

69
Properties=species:S:1:pos:R:3:forces:R:3 method="wB97M-V/def2-TZVPD" e_homo_ev=-11.16 smiles="CC[C@@H](C)[C@@]1(P(C)O)NC(N(Br)B(C)O)=[N+](S(=O)(=O)F)[C@H]1C(F)(F)CC[Si](C)(C)c1ccccc1" homo_lumo_gap_ev=6.539 energy_ha=-5174.93864 total_charge=+1
C 0.598242 1.367851 3.637614 -0.832 -0.196 -0.591
C 0.652786 0.876104 2.108889 -0.105 1.373 1.283
C 1.169843 2.091294 1.257467 1.023 -0.922 0.836
C 2.622557 2.496043 1.798201 -0.957 0.749 0.065
C 1.118719 1.946475 -0.309054 -1.080 0.604 -1.127
P 0.575623 3.758992 -0.783195 0.086 1.299 1.084
C 1.379854 4.314366 -2.374802 -0.874 0.507 -0.447
O -1.118969 3.665412 -1.005268 1.606 -0.759 0.077
N 2.427459 1.738534 -1.024675 0.607 -2.862 -0.631
C 2.211198 1.065629 -2.282484 -2.118 1.917 3.107
N 3.175619 0.648473 -3.043804 -1.016 0.177 -0.519
Br 2.774457 -0.277623 -4.626512 0.301 0.013 0.405
B 4.650596 0.826867 -2.731925 2.380 -0.760 0.788
C 5.413403 2.208322 -2.559792 -0.492 -0.515 0.890
O 5.378846 -0.361585 -2.536694 -0.993 1.595 -1.422
N 0.803288 0.960662 -2.373622 0.423 0.952 -2.320
S -0.047142 1.436642 -3.727140 -2.264 1.411 -3.637
O -1.367142 1.921147 -3.432111 1.656 -1.519 0.961
O 0.715020 2.293102 -4.606220 0.385 -1.869 1.555
F -0.284117 0.059189 -4.583185 0.562 1.507 1.710
C 0.176730 0.922251 -1.029761 1.282 -1.971 1.225
C 0.332061 -0.655335 -0.685102 -1.400 -0.559 -0.234
F 1.561511 -0.951685 -0.097910 -1.002 0.440 -0.612
F 0.349533 -1.321160 -1.931488 0.570 0.638 1.297
C -0.911626 -1.250802 0.092530 0.472 -0.603 -0.668
C -1.832342 -2.152416 -0.837479 0.283 0.297 1.010
Si -3.414751 -2.654165 0.163127 -0.396 -0.535 -0.856
C -3.995511 -4.293728 -0.652425 0.694 0.019 0.043
C -4.739079 -1.313905 -0.056107 0.181 0.882 0.076
C -2.927771 -2.994458 1.965142 0.541 -1.134 2.163
C -2.474543 -1.992297 2.928660 -0.010 -0.983 0.201
C -2.082181 -2.274398 4.299574 -0.813 -1.326 -1.843
C -2.148637 -3.652295 4.759348 -0.436 1.066 -1.954
C -2.598033 -4.663803 3.821656 0.154 0.774 -0.492
C -2.974939 -4.384996 2.435997 0.727 1.845 1.813
H 1.467965 1.014838 4.236987 -0.641 0.418 -0.486
H -0.344187 0.940777 4.069878 0.971 0.338 -0.082
H 0.494259 2.487898 3.688952 0.220 -1.104 0.072
H 1.308200 -0.024216 2.110164 -0.710 0.596 -0.546
H -0.410730 0.687190 1.830131 0.970 -0.326 0.046
H 0.521489 2.968429 1.541196 0.426 -0.921 -0.559
H 3.187173 3.072830 1.026734 -0.195 -0.632 0.668
H 2.451427 3.209290 2.650783 0.309 -0.735 -0.806
H 3.174735 1.625856 2.226376 -0.279 0.582 -0.701
H 1.716583 5.374035 -2.195368 -0.386 -1.084 0.095
H 0.586174 4.379271 -3.161047 0.933 -0.255 0.288
H 2.291338 3.751540 -2.680690 -0.916 0.189 0.105
H -1.442771 3.455361 -0.106861 -0.125 0.470 -0.516
H 2.981823 1.075158 -0.457716 0.252 0.769 -0.073
H 6.211819 2.030555 -1.784067 -0.713 0.212 -0.802
H 4.747565 3.028384 -2.200247 0.689 -0.353 -0.634
H 5.944230 2.425532 -3.520390 -0.535 0.075 0.670
H 5.393791 -0.902813 -3.347794 -0.136 -0.342 0.665
H -0.920444 1.074397 -0.919617 0.918 0.565 -0.961
H -0.491715 -1.898888 0.909841 -0.607 0.886 -0.532
H -1.558458 -0.427646 0.483037 0.829 -0.558 -0.011
H -1.293661 -3.114309 -1.040310 -0.416 0.954 -0.247
H -2.112598 -1.598031 -1.771707 0.296 -0.705 0.700
H -4.851106 -4.766933 -0.113646 0.608 0.326 -0.589
H -3.101658 -4.977030 -0.613307 -0.909 0.364 -0.003
H -4.217233 -4.146889 -1.743918 -0.027 -0.079 1.054
H -4.335400 -0.357643 0.386960 -0.521 -0.749 -0.306
H -5.717140 -1.532930 0.440286 0.854 0.109 -0.396
H -4.918205 -1.088127 -1.143754 0.129 -0.371 0.966
H -2.405543 -0.939165 2.562733 -0.134 -0.883 0.514
H -1.758421 -1.411528 4.921304 -0.247 -0.992 -0.323
H -1.843491 -3.869016 5.804241 -0.364 -0.129 -0.968
H -2.635283 -5.723046 4.157494 0.020 0.931 -0.217
H -3.291085 -5.225834 1.775891 0.294 0.879 0.677

***

76
Properties=species:S:1:pos:R:3:forces:R:3 method="wB97M-V/def2-TZVPD" e_homo_ev="-7.98 / -7.85" s_squared=8.784 spin_multiplicity=6 homo_lumo_gap_ev="7.641 / 6.695" energy_ha=-4144.46205 e_above_lowest_ev=3.272
Fe 0.649266 -1.209302 0.795620 0.362 -0.184 -0.052
C -2.087092 -2.661764 -2.666106 -0.054 -0.067 -0.064
C -1.924806 -1.183246 -2.880838 0.074 -0.040 0.008
N -0.941816 -1.670152 -0.331081 0.320 -0.135 -0.645
N -1.508326 -2.755416 -0.291862 -0.168 -0.132 0.285
C -1.976652 -3.339885 -1.527497 0.024 0.186 0.279
B -1.603037 -3.523776 1.133861 -0.036 0.036 -0.241
N -0.237489 -4.139850 1.381238 0.140 0.037 -0.103
C 0.114715 -5.329533 1.902864 -0.098 0.005 -0.002
C 1.451956 -5.285919 2.220446 0.018 -0.014 -0.038
C 1.858106 -4.001136 1.847872 0.085 -0.004 -0.075
N 0.838158 -3.323362 1.346289 -0.101 -0.009 0.295
N -1.806757 -2.431886 2.194232 0.003 0.032 0.017
C -2.802293 -2.278502 3.083589 -0.026 -0.050 -0.016
C -2.472872 -1.244127 3.933968 0.008 0.006 -0.019
C -1.221813 -0.811415 3.477871 0.036 0.018 0.059
N -0.827922 -1.532741 2.441688 -0.229 0.023 -0.016
H -2.329675 -3.263112 -3.535966 -0.122 0.042 0.017
H -2.632642 -0.870553 -3.652772 0.054 -0.023 -0.048
H -2.165754 -4.399971 -1.442875 0.025 -0.016 -0.051
H -2.510263 -4.305550 1.123626 0.065 -0.050 0.031
H -0.614895 -6.115062 2.005119 0.007 -0.006 -0.005
H 2.058475 -6.074322 2.627629 -0.002 -0.005 0.002
H 2.838062 -3.553662 1.883013 -0.011 0.019 0.019
H -3.659423 -2.930585 3.056839 -0.006 0.011 0.007
H -3.044341 -0.869059 4.764208 0.008 0.001 0.007
H -0.590556 -0.019935 3.847091 -0.018 0.014 -0.009
C -3.033429 1.632015 0.191303 -0.015 -0.046 0.039
N -2.042050 2.571728 0.707178 -0.042 0.037 -0.001
C -2.447490 3.965691 0.627900 -0.008 0.003 -0.013
P -0.473115 2.113336 0.572616 0.114 -0.085 0.048
O -0.265534 0.768750 1.145324 -0.197 0.050 0.062
O -0.172205 2.163833 -1.014495 0.003 0.105 0.004
P 0.778733 1.109156 -1.830506 -0.037 -0.241 -0.040
O 1.267022 0.077068 -0.894488 -0.016 0.308 0.074
N -0.188673 0.618783 -3.052443 -0.120 -0.026 0.066
C -0.481742 -0.806058 -3.272127 0.084 0.007 -0.036
C -1.066131 1.557834 -3.739659 -0.015 0.038 0.041
N 2.021983 1.963808 -2.440714 0.008 0.130 -0.041
C 2.045892 2.605060 -3.742498 0.034 -0.052 -0.034
C 3.085445 2.387180 -1.531751 -0.020 0.001 -0.015
N 0.515568 3.243122 1.200831 0.030 0.048 0.022
C 1.050094 3.081428 2.550771 0.001 -0.008 -0.001
C 0.875556 4.485285 0.539132 0.015 0.013 -0.021
H -3.963029 1.744352 0.750581 0.001 0.016 -0.003
H -2.679174 0.610326 0.325869 0.012 0.009 0.006
H -3.239317 1.807663 -0.871395 -0.003 -0.004 -0.002
H -3.394857 4.088887 1.154376 -0.004 -0.009 -0.004
H -2.586739 4.298897 -0.407717 0.010 0.004 0.002
H -1.712935 4.605084 1.110991 0.011 -0.009 0.004
H 0.229187 -1.392838 -2.691518 -0.043 0.006 0.014
H -0.311995 -1.033598 -4.328707 0.024 0.014 -0.007
H -2.158955 -0.647588 -1.964106 -0.095 0.036 0.025
H -0.972088 1.435665 -4.821688 -0.010 -0.016 -0.003
H -0.812284 2.586272 -3.488981 0.029 -0.003 -0.003
H -2.110544 1.401216 -3.460120 0.001 0.005 0.000
H 1.366253 2.108500 -4.429032 -0.001 -0.017 0.008
H 3.052198 2.523921 -4.156809 0.004 0.014 0.009
H 1.784971 3.667216 -3.679987 -0.003 0.002 -0.007
H 2.981113 1.890624 -0.568807 -0.010 -0.005 0.004
H 3.065725 3.471516 -1.388430 0.006 -0.005 0.005
H 4.053059 2.106557 -1.950241 0.004 0.008 0.001
H 0.796259 2.097188 2.934944 0.006 -0.010 -0.011
H 0.652454 3.848980 3.219909 -0.002 -0.003 0.002
H 2.138647 3.164199 2.525568 0.001 0.008 0.004
H 0.434899 4.538759 -0.454532 -0.001 -0.022 0.001
H 1.961433 4.554508 0.438064 -0.003 0.007 0.019
H 0.533075 5.347899 1.118150 -0.003 0.002 -0.002
S 2.058980 -2.379389 -1.184459 -0.123 -0.244 -0.050
C 1.817326 -4.047286 -1.295183 0.089 0.267 0.174
N 1.663629 -5.190615 -1.395347 -0.130 -0.041 -0.012
N 6.418738 0.146463 2.982507 -0.005 0.041 -0.001
C 5.308639 -0.127072 3.154672 0.025 -0.007 -0.139
N 4.062669 -0.447187 3.448831 -0.021 -0.071 0.303
C 3.105201 -0.551693 2.638239 -0.042 0.126 -0.195
N 2.137223 -0.641623 1.979917 0.096 -0.077 0.062